# 1
ORCA calculation (wB97M-V/def2-TZVPD) on C32H35BIIrN2O4Si as an isolated structure.

Geometry as ORCA input:
```
! RIJCOSX wB97M-V def2-TZVPD def2/J DEFGRID3
* xyz 0 1
Ir 2.229 -2.069 -0.909
C -3.289 -3.664 -0.943
C -2.529 -3.768 0.347
N -3.071 -4.475 1.327
C -2.409 -4.584 2.474
C -1.167 -4.028 2.713
C -0.508 -4.284 4.040
O -0.344 -3.048 4.734
C -0.567 -3.273 1.686
C 0.782 -2.749 1.938
N 1.628 -2.271 1.112
C 2.982 -2.016 1.546
C 3.550 -1.930 2.802
C 4.927 -1.727 2.834
C 5.667 -1.627 1.656
C 5.066 -1.701 0.403
C 3.693 -1.887 0.360
I 3.324 -2.304 -3.251
C -1.288 -3.138 0.507
O -0.786 -2.411 -0.544
H -4.020 -4.467 -0.984
H -2.626 -3.734 -1.807
H -3.825 -2.714 -1.001
H -2.895 -5.163 3.252
H 0.461 -4.778 3.899
H -1.143 -4.966 4.611
H -0.046 -3.234 5.630
H 1.103 -2.846 2.969
H 2.980 -1.996 3.720
H 5.430 -1.641 3.788
H 6.736 -1.471 1.722
H 5.645 -1.584 -0.503
C 0.815 0.892 0.173
Si 2.094 0.257 -1.065
C 1.627 0.834 -2.789
C 3.738 1.072 -0.624
C 4.732 1.256 -1.586
C 5.962 1.814 -1.260
C 6.227 2.196 0.047
C 5.259 2.009 1.024
C 4.036 1.449 0.689
H 0.466 1.887 -0.120
H 1.246 0.974 1.172
H -0.058 0.245 0.270
H 1.264 1.865 -2.736
H 0.851 0.208 -3.225
H 2.486 0.798 -3.458
H 4.558 0.941 -2.609
H 6.715 1.944 -2.027
H 7.184 2.630 0.304
H 5.461 2.291 2.050
H 3.312 1.284 1.479
C -4.954 3.888 0.239
C -4.525 3.817 -1.229
C -5.779 3.661 -2.100
C -3.827 5.137 -1.581
C -3.597 2.629 -1.495
C -2.917 2.541 -2.713
C -2.085 1.473 -3.043
C -1.960 0.481 -2.101
O -1.203 -0.676 -2.151
B -1.415 -1.262 -0.924
O -2.317 -0.565 -0.134
C -2.629 0.548 -0.895
C -3.449 1.599 -0.560
H -5.557 4.784 0.397
H -4.091 3.940 0.906
H -5.565 3.032 0.528
H -6.460 4.500 -1.940
H -6.308 2.738 -1.857
H -5.518 3.630 -3.159
H -4.475 5.976 -1.322
H -3.604 5.215 -2.645
H -2.891 5.245 -1.029
H -3.034 3.330 -3.442
H -1.561 1.430 -3.987
H -3.942 1.611 0.400
*
```

The calculation puts the LUMO energy at -0.89 eV. The highest occupied orbital energy is -0.28632 Eh. As for the relative energy (zero: lowest compared OMol25 entry of this formula, charge and spin): 0.0 kcal/mol. Its largest force on an atom is 0.0090 Eh/bohr.

***

# 2
ORCA calculation (wB97M-V/def2-TZVPD) on C32H35BrCsF3N5OS3 as an isolated structure.

Geometry as ORCA input:
```
! RIJCOSX wB97M-V def2-TZVPD def2/J DEFGRID3
* xyz -1 1
Cs 1.141 -1.878 -0.060
C -1.565 -3.572 3.517
C -2.444 -2.326 3.331
N -1.916 -1.364 2.392
C -2.788 -0.922 1.329
C -3.154 -2.039 0.345
N -1.997 -2.775 -0.125
C -2.057 -4.224 -0.035
C -2.098 -4.730 1.408
N -1.094 -4.129 2.269
H -2.149 -4.292 4.120
H -0.689 -3.296 4.103
H -2.603 -1.887 4.326
H -3.437 -2.638 2.991
H -1.405 -0.612 2.827
H -2.262 -0.146 0.772
H -3.732 -0.471 1.691
H -3.716 -1.589 -0.482
H -3.847 -2.735 0.829
H -1.711 -2.484 -1.048
H -1.165 -4.617 -0.526
H -2.931 -4.645 -0.563
H -2.007 -5.823 1.379
H -3.085 -4.531 1.840
H -0.282 -4.712 2.394
C 2.683 3.316 3.563
C 2.544 1.864 3.906
C 3.457 1.178 4.692
C 3.331 -0.189 4.869
C 2.270 -0.811 4.236
Br 2.091 -2.709 4.404
N 1.374 -0.199 3.498
C 1.519 1.116 3.344
H 3.413 3.809 4.206
H 1.733 3.844 3.668
H 3.011 3.403 2.525
H 4.290 1.706 5.143
H 4.035 -0.759 5.457
H 0.787 1.603 2.706
S 1.237 -5.217 -1.718
C 1.151 -4.031 -2.951
N 0.755 -2.781 -2.836
C 0.834 -2.097 -4.037
C 0.465 -0.764 -4.212
C 0.604 -0.178 -5.458
C 1.093 -0.913 -6.541
C 1.447 -2.244 -6.385
C 1.316 -2.830 -5.132
S 1.664 -4.440 -4.596
H 0.047 -0.212 -3.381
H 0.329 0.861 -5.591
H 1.195 -0.441 -7.510
H 1.822 -2.814 -7.227
O -1.462 0.562 -1.563
S -0.283 1.354 -1.078
C 0.176 2.475 -2.386
C 1.472 2.969 -2.396
C 1.849 3.797 -3.445
C 0.950 4.094 -4.460
C -0.334 3.564 -4.442
C -0.731 2.740 -3.399
C -0.947 2.553 0.091
C -0.096 3.371 0.821
C -0.655 4.274 1.713
C -2.035 4.353 1.867
C -2.866 3.518 1.134
C -2.322 2.605 0.239
H 2.170 2.695 -1.612
H 2.857 4.188 -3.478
H 1.258 4.726 -5.284
H -1.023 3.780 -5.249
H -1.712 2.282 -3.370
H 0.978 3.282 0.707
H -0.008 4.918 2.295
H -2.459 5.061 2.567
H -3.940 3.571 1.262
H -2.940 1.926 -0.334
F 2.731 2.092 0.515
C 3.386 0.755 0.440
F 4.389 1.058 -0.470
F 4.096 0.802 1.649
*
```

The calculation puts the LUMO energy at 2.03 eV. The highest occupied orbital energy is -0.16069 Eh. As for the relative energy (zero: lowest compared OMol25 entry of this formula, charge and spin): 0.6 kcal/mol. Its largest force on an atom is 0.0113 Eh/bohr.

***

# 3
ORCA calculation (wB97M-V/def2-TZVPD) on C32H35CdClN5O3S5Sb as an isolated structure.

Geometry as ORCA input:
```
! RIJCOSX wB97M-V def2-TZVPD def2/J DEFGRID3
* xyz -2 1
Cd 0.326 2.155 -0.825
C 4.101 4.995 -6.147
C 3.982 4.679 -4.679
C 5.017 4.051 -3.994
C 4.896 3.745 -2.645
C 3.729 4.072 -1.972
C 2.687 4.707 -2.636
C 2.820 5.002 -3.982
S 3.486 3.607 -0.271
O 2.513 4.517 0.258
O 4.796 3.577 0.348
N 2.788 2.167 -0.384
C 3.486 1.007 -0.540
C 4.870 0.815 -0.527
C 5.449 -0.453 -0.674
C 4.705 -1.589 -0.831
C 3.299 -1.466 -0.854
C 2.451 -2.586 -0.997
C 1.098 -2.424 -1.012
C 0.583 -1.122 -0.888
N 1.339 -0.062 -0.747
C 2.690 -0.192 -0.722
H 5.039 4.619 -6.557
H 4.063 6.073 -6.324
H 3.280 4.545 -6.709
H 5.929 3.794 -4.523
H 5.708 3.268 -2.113
H 1.771 4.936 -2.106
H 1.989 5.467 -4.500
H 5.510 1.662 -0.355
H 6.532 -0.521 -0.645
H 5.159 -2.567 -0.931
H 2.901 -3.568 -1.090
H 0.420 -3.261 -1.114
H -0.483 -0.952 -0.896
S -0.899 2.846 1.220
Sb -1.081 4.908 -0.134
S -0.415 3.091 -2.962
S -2.220 3.940 -2.202
S -2.316 6.378 1.133
C -3.779 -4.370 2.305
C -3.755 -3.248 1.253
C -4.588 -3.737 0.061
C -2.298 -3.074 0.811
C -4.382 -1.938 1.832
O -5.716 -2.263 2.298
C -3.688 -1.331 3.086
C -2.384 -0.511 3.072
C -1.083 -1.221 3.369
C 0.070 -0.797 2.709
C 1.292 -1.418 2.920
C 1.359 -2.474 3.812
Cl 2.881 -3.293 4.069
C 0.242 -2.893 4.513
C -0.972 -2.256 4.291
C -4.771 -0.874 0.769
N -3.792 -0.411 -0.193
C -2.983 0.659 -0.118
N -2.226 0.736 -1.185
C -2.656 -0.301 -1.941
N -3.607 -1.029 -1.390
H -3.267 -5.242 1.894
H -4.797 -4.682 2.551
H -3.252 -4.100 3.221
H -4.248 -4.737 -0.223
H -4.470 -3.086 -0.803
H -5.645 -3.799 0.325
H -2.007 -3.941 0.213
H -1.621 -3.021 1.661
H -2.149 -2.190 0.196
H -5.623 -2.760 3.116
H -3.589 -2.140 3.813
H -4.463 -0.679 3.498
H -2.501 0.281 3.817
H -2.247 0.026 2.142
H 0.011 0.045 2.026
H 2.177 -1.085 2.393
H 0.322 -3.708 5.220
H -1.841 -2.590 4.846
H -5.132 -0.003 1.316
H -5.610 -1.271 0.202
H -2.951 1.380 0.688
H -2.259 -0.513 -2.921
*
```

The calculation puts the LUMO energy at 3.49 eV. The highest occupied orbital energy is -0.03310 Eh. As for the relative energy (zero: lowest compared OMol25 entry of this formula, charge and spin): 0.0 kcal/mol. Its largest force on an atom is 0.0173 Eh/bohr.

***

Repeat the first record exactly.
ORCA calculation (wB97M-V/def2-TZVPD) on C32H35BIIrN2O4Si as an isolated structure.

Geometry as ORCA input:
```
! RIJCOSX wB97M-V def2-TZVPD def2/J DEFGRID3
* xyz 0 1
Ir 2.229 -2.069 -0.909
C -3.289 -3.664 -0.943
C -2.529 -3.768 0.347
N -3.071 -4.475 1.327
C -2.409 -4.584 2.474
C -1.167 -4.028 2.713
C -0.508 -4.284 4.040
O -0.344 -3.048 4.734
C -0.567 -3.273 1.686
C 0.782 -2.749 1.938
N 1.628 -2.271 1.112
C 2.982 -2.016 1.546
C 3.550 -1.930 2.802
C 4.927 -1.727 2.834
C 5.667 -1.627 1.656
C 5.066 -1.701 0.403
C 3.693 -1.887 0.360
I 3.324 -2.304 -3.251
C -1.288 -3.138 0.507
O -0.786 -2.411 -0.544
H -4.020 -4.467 -0.984
H -2.626 -3.734 -1.807
H -3.825 -2.714 -1.001
H -2.895 -5.163 3.252
H 0.461 -4.778 3.899
H -1.143 -4.966 4.611
H -0.046 -3.234 5.630
H 1.103 -2.846 2.969
H 2.980 -1.996 3.720
H 5.430 -1.641 3.788
H 6.736 -1.471 1.722
H 5.645 -1.584 -0.503
C 0.815 0.892 0.173
Si 2.094 0.257 -1.065
C 1.627 0.834 -2.789
C 3.738 1.072 -0.624
C 4.732 1.256 -1.586
C 5.962 1.814 -1.260
C 6.227 2.196 0.047
C 5.259 2.009 1.024
C 4.036 1.449 0.689
H 0.466 1.887 -0.120
H 1.246 0.974 1.172
H -0.058 0.245 0.270
H 1.264 1.865 -2.736
H 0.851 0.208 -3.225
H 2.486 0.798 -3.458
H 4.558 0.941 -2.609
H 6.715 1.944 -2.027
H 7.184 2.630 0.304
H 5.461 2.291 2.050
H 3.312 1.284 1.479
C -4.954 3.888 0.239
C -4.525 3.817 -1.229
C -5.779 3.661 -2.100
C -3.827 5.137 -1.581
C -3.597 2.629 -1.495
C -2.917 2.541 -2.713
C -2.085 1.473 -3.043
C -1.960 0.481 -2.101
O -1.203 -0.676 -2.151
B -1.415 -1.262 -0.924
O -2.317 -0.565 -0.134
C -2.629 0.548 -0.895
C -3.449 1.599 -0.560
H -5.557 4.784 0.397
H -4.091 3.940 0.906
H -5.565 3.032 0.528
H -6.460 4.500 -1.940
H -6.308 2.738 -1.857
H -5.518 3.630 -3.159
H -4.475 5.976 -1.322
H -3.604 5.215 -2.645
H -2.891 5.245 -1.029
H -3.034 3.330 -3.442
H -1.561 1.430 -3.987
H -3.942 1.611 0.400
*
```

The calculation puts the LUMO energy at -0.89 eV. The highest occupied orbital energy is -0.28632 Eh. As for the relative energy (zero: lowest compared OMol25 entry of this formula, charge and spin): 0.0 kcal/mol. Its largest force on an atom is 0.0090 Eh/bohr.

***

What did the third record say?
ORCA calculation (wB97M-V/def2-TZVPD) on C32H35CdClN5O3S5Sb as an isolated structure.

Geometry as ORCA input:
```
! RIJCOSX wB97M-V def2-TZVPD def2/J DEFGRID3
* xyz -2 1
Cd 0.326 2.155 -0.825
C 4.101 4.995 -6.147
C 3.982 4.679 -4.679
C 5.017 4.051 -3.994
C 4.896 3.745 -2.645
C 3.729 4.072 -1.972
C 2.687 4.707 -2.636
C 2.820 5.002 -3.982
S 3.486 3.607 -0.271
O 2.513 4.517 0.258
O 4.796 3.577 0.348
N 2.788 2.167 -0.384
C 3.486 1.007 -0.540
C 4.870 0.815 -0.527
C 5.449 -0.453 -0.674
C 4.705 -1.589 -0.831
C 3.299 -1.466 -0.854
C 2.451 -2.586 -0.997
C 1.098 -2.424 -1.012
C 0.583 -1.122 -0.888
N 1.339 -0.062 -0.747
C 2.690 -0.192 -0.722
H 5.039 4.619 -6.557
H 4.063 6.073 -6.324
H 3.280 4.545 -6.709
H 5.929 3.794 -4.523
H 5.708 3.268 -2.113
H 1.771 4.936 -2.106
H 1.989 5.467 -4.500
H 5.510 1.662 -0.355
H 6.532 -0.521 -0.645
H 5.159 -2.567 -0.931
H 2.901 -3.568 -1.090
H 0.420 -3.261 -1.114
H -0.483 -0.952 -0.896
S -0.899 2.846 1.220
Sb -1.081 4.908 -0.134
S -0.415 3.091 -2.962
S -2.220 3.940 -2.202
S -2.316 6.378 1.133
C -3.779 -4.370 2.305
C -3.755 -3.248 1.253
C -4.588 -3.737 0.061
C -2.298 -3.074 0.811
C -4.382 -1.938 1.832
O -5.716 -2.263 2.298
C -3.688 -1.331 3.086
C -2.384 -0.511 3.072
C -1.083 -1.221 3.369
C 0.070 -0.797 2.709
C 1.292 -1.418 2.920
C 1.359 -2.474 3.812
Cl 2.881 -3.293 4.069
C 0.242 -2.893 4.513
C -0.972 -2.256 4.291
C -4.771 -0.874 0.769
N -3.792 -0.411 -0.193
C -2.983 0.659 -0.118
N -2.226 0.736 -1.185
C -2.656 -0.301 -1.941
N -3.607 -1.029 -1.390
H -3.267 -5.242 1.894
H -4.797 -4.682 2.551
H -3.252 -4.100 3.221
H -4.248 -4.737 -0.223
H -4.470 -3.086 -0.803
H -5.645 -3.799 0.325
H -2.007 -3.941 0.213
H -1.621 -3.021 1.661
H -2.149 -2.190 0.196
H -5.623 -2.760 3.116
H -3.589 -2.140 3.813
H -4.463 -0.679 3.498
H -2.501 0.281 3.817
H -2.247 0.026 2.142
H 0.011 0.045 2.026
H 2.177 -1.085 2.393
H 0.322 -3.708 5.220
H -1.841 -2.590 4.846
H -5.132 -0.003 1.316
H -5.610 -1.271 0.202
H -2.951 1.380 0.688
H -2.259 -0.513 -2.921
*
```

The calculation puts the LUMO energy at 3.49 eV. The highest occupied orbital energy is -0.03310 Eh. As for the relative energy (zero: lowest compared OMol25 entry of this formula, charge and spin): 0.0 kcal/mol. Its largest force on an atom is 0.0173 Eh/bohr.

***

Which of these has the highest relative energy (zero: lowest compared OMol25 entry of this formula, charge and spin)?
C32H35BrCsF3N5OS3

***

Copy entry 2 word for word.
ORCA calculation (wB97M-V/def2-TZVPD) on C32H35BrCsF3N5OS3 as an isolated structure.

Geometry as ORCA input:
```
! RIJCOSX wB97M-V def2-TZVPD def2/J DEFGRID3
* xyz -1 1
Cs 1.141 -1.878 -0.060
C -1.565 -3.572 3.517
C -2.444 -2.326 3.331
N -1.916 -1.364 2.392
C -2.788 -0.922 1.329
C -3.154 -2.039 0.345
N -1.997 -2.775 -0.125
C -2.057 -4.224 -0.035
C -2.098 -4.730 1.408
N -1.094 -4.129 2.269
H -2.149 -4.292 4.120
H -0.689 -3.296 4.103
H -2.603 -1.887 4.326
H -3.437 -2.638 2.991
H -1.405 -0.612 2.827
H -2.262 -0.146 0.772
H -3.732 -0.471 1.691
H -3.716 -1.589 -0.482
H -3.847 -2.735 0.829
H -1.711 -2.484 -1.048
H -1.165 -4.617 -0.526
H -2.931 -4.645 -0.563
H -2.007 -5.823 1.379
H -3.085 -4.531 1.840
H -0.282 -4.712 2.394
C 2.683 3.316 3.563
C 2.544 1.864 3.906
C 3.457 1.178 4.692
C 3.331 -0.189 4.869
C 2.270 -0.811 4.236
Br 2.091 -2.709 4.404
N 1.374 -0.199 3.498
C 1.519 1.116 3.344
H 3.413 3.809 4.206
H 1.733 3.844 3.668
H 3.011 3.403 2.525
H 4.290 1.706 5.143
H 4.035 -0.759 5.457
H 0.787 1.603 2.706
S 1.237 -5.217 -1.718
C 1.151 -4.031 -2.951
N 0.755 -2.781 -2.836
C 0.834 -2.097 -4.037
C 0.465 -0.764 -4.212
C 0.604 -0.178 -5.458
C 1.093 -0.913 -6.541
C 1.447 -2.244 -6.385
C 1.316 -2.830 -5.132
S 1.664 -4.440 -4.596
H 0.047 -0.212 -3.381
H 0.329 0.861 -5.591
H 1.195 -0.441 -7.510
H 1.822 -2.814 -7.227
O -1.462 0.562 -1.563
S -0.283 1.354 -1.078
C 0.176 2.475 -2.386
C 1.472 2.969 -2.396
C 1.849 3.797 -3.445
C 0.950 4.094 -4.460
C -0.334 3.564 -4.442
C -0.731 2.740 -3.399
C -0.947 2.553 0.091
C -0.096 3.371 0.821
C -0.655 4.274 1.713
C -2.035 4.353 1.867
C -2.866 3.518 1.134
C -2.322 2.605 0.239
H 2.170 2.695 -1.612
H 2.857 4.188 -3.478
H 1.258 4.726 -5.284
H -1.023 3.780 -5.249
H -1.712 2.282 -3.370
H 0.978 3.282 0.707
H -0.008 4.918 2.295
H -2.459 5.061 2.567
H -3.940 3.571 1.262
H -2.940 1.926 -0.334
F 2.731 2.092 0.515
C 3.386 0.755 0.440
F 4.389 1.058 -0.470
F 4.096 0.802 1.649
*
```

The calculation puts the LUMO energy at 2.03 eV. The highest occupied orbital energy is -0.16069 Eh. As for the relative energy (zero: lowest compared OMol25 entry of this formula, charge and spin): 0.6 kcal/mol. Its largest force on an atom is 0.0113 Eh/bohr.